[1]
The following is a quantum chemistry calculation of a molecular structure, C20H25F15O10 at a distorted geometry, from OMol25.

```
70
C20H25F15O10 | OMol25 | ωB97M-V/def2-TZVPD
C 1.307 5.043 1.300
C 2.405 4.401 0.420
O 2.642 3.017 0.766
C 3.564 2.238 0.119
O 4.061 2.553 -1.013
C 3.822 0.853 0.793
F 4.956 0.901 1.568
F 2.800 0.490 1.541
F 3.973 -0.166 -0.093
H 1.748 5.410 2.227
H 0.432 4.424 1.498
H 1.070 5.985 0.805
H 3.227 5.076 0.180
H 1.939 4.361 -0.565
C 4.304 -1.361 2.151
C 3.676 -2.600 1.649
O 2.682 -2.087 0.804
C 1.338 -1.810 1.281
O 0.793 -2.089 2.355
C 0.468 -1.159 0.226
F 0.690 -1.649 -0.966
F -0.807 -1.258 0.514
F 0.835 0.067 0.067
H 5.033 -0.927 1.467
H 4.838 -1.504 3.091
H 3.562 -0.606 2.410
H 3.110 -3.159 2.395
H 4.375 -3.320 1.223
C -1.161 -2.269 -5.126
C -1.560 -1.567 -3.799
O -1.656 -2.556 -2.796
C -2.189 -2.236 -1.545
O -2.902 -1.256 -1.252
C -1.871 -3.400 -0.546
F -2.915 -3.586 0.303
F -1.621 -4.505 -1.203
F -0.752 -3.125 0.136
H -0.158 -2.692 -5.060
H -1.262 -1.653 -6.020
H -1.784 -3.145 -5.308
H -2.438 -0.951 -3.993
H -0.823 -0.815 -3.517
C -3.568 0.134 0.368
C -2.720 -1.026 0.947
O -2.056 -0.497 2.122
C -1.830 -1.185 3.263
O -2.300 -2.263 3.373
C -1.094 -0.418 4.470
F -0.535 0.778 4.214
F -1.878 -0.241 5.475
F -0.172 -1.181 4.918
H -2.919 0.967 0.098
H -4.411 0.556 0.914
H -3.842 -0.135 -0.652
H -1.941 -1.380 0.273
H -3.324 -1.879 1.256
C -0.016 2.388 -0.037
C -0.747 1.062 -0.147
O -1.758 1.230 -1.081
C -1.550 0.822 -2.390
O -0.568 0.220 -2.858
C -2.735 1.253 -3.211
F -2.449 1.074 -4.486
F -3.837 0.486 -2.831
F -2.961 2.567 -2.905
H 0.695 2.304 0.784
H -0.486 3.340 0.211
H 0.609 2.591 -0.907
H -1.249 0.829 0.792
H -0.109 0.235 -0.459
```

Summary:
E_HOMO   -9.45 eV
ΔE to the lowest compared entry with this formula, charge and spin   487.1 kcal/mol
Largest force on an atom   0.292 hartree/bohr
Orbital gap   9.43 eV
Total charge   0

=====

[2]
The following is a quantum chemistry calculation of a molecular structure, C20H25F6N4O7PrSSb at a distorted geometry, from OMol25.

```
65
C20H25F6N4O7PrSSb | OMol25 | ωB97M-V/def2-TZVPD
Pr -0.557 -0.175 -0.095
O 2.800 -0.231 0.651
C 3.802 -1.077 0.125
C 3.617 -2.577 0.466
N 2.353 -3.129 0.057
C 2.092 -3.244 -1.310
C 1.776 -1.796 -2.062
O 2.308 -1.690 -3.141
O 1.074 -1.041 -1.378
C 1.305 -3.238 1.019
C 1.231 -1.969 1.975
O 2.059 -1.875 2.871
O 0.336 -1.153 1.675
H 2.815 -0.334 1.614
H 4.789 -0.776 0.509
H 3.790 -0.921 -0.956
H 3.705 -2.697 1.548
H 4.425 -3.123 -0.030
H 1.210 -3.856 -1.502
H 2.962 -3.630 -1.842
H 1.495 -4.092 1.681
H 0.336 -3.357 0.523
F -2.513 0.459 0.637
Sb -3.473 -1.009 -0.746
F -5.029 -0.068 -0.049
F -4.336 -2.497 0.190
F -4.065 -1.949 -2.326
F -1.538 -1.195 -1.854
F -1.851 -1.971 0.421
C 1.957 1.500 -2.997
S 1.330 2.226 -1.456
C 2.928 2.640 -0.677
H 2.438 2.265 -3.602
H 1.095 1.089 -3.512
H 2.650 0.701 -2.766
H 3.539 1.747 -0.593
H 2.712 3.030 0.312
H 3.429 3.397 -1.275
O -1.480 1.424 -1.639
C -2.537 1.392 -2.250
O -3.519 0.615 -2.073
H -2.723 2.114 -3.075
C -0.723 4.112 1.951
C -0.699 3.078 1.030
N -0.098 1.904 1.277
C 0.446 1.732 2.478
C 0.383 2.674 3.508
C -0.187 3.908 3.214
C 0.909 2.341 4.825
C 0.724 1.178 5.462
C -0.124 0.056 5.069
C -0.169 -1.080 5.885
C -1.017 -2.100 5.492
N -1.760 -2.016 4.403
C -1.666 -0.902 3.698
N -0.901 0.130 3.986
H -1.167 5.060 1.689
H -1.128 3.199 0.038
H 1.005 0.819 2.634
H -0.219 4.689 3.961
H 1.469 3.127 5.316
H 1.197 1.045 6.428
H 0.438 -1.162 6.772
H -1.118 -3.011 6.068
H -2.290 -0.823 2.816
```

Summary:
E_HOMO (spin up / spin down)   -8.69 / -8.71 eV
ΔE to the lowest compared entry with this formula, charge and spin   28.8 kcal/mol
Largest force on an atom   0.068 hartree/bohr
Orbital gap (spin up / spin down)   6.79 / 5.53 eV
Total charge   0
2S+1   4

=====

[3]
The following is a quantum chemistry calculation of a molecular structure, C20H25MoN4O8S, from OMol25.

```
59
C20H25MoN4O8S | OMol25 | ωB97M-V/def2-TZVPD
Mo -0.602 -0.158 0.004
O -4.064 1.463 0.960
C -3.456 0.940 1.728
O -1.299 1.202 0.625
C -2.925 0.230 2.874
C -1.516 0.694 3.433
C -1.504 0.304 4.917
C -1.339 -1.235 4.829
C -1.273 -1.450 3.316
O -0.636 -0.250 2.825
C -2.673 -1.317 2.680
C -2.669 -1.834 1.253
O -3.508 -2.375 0.644
O -1.374 -1.691 0.649
H -3.741 0.425 3.587
H -1.237 1.715 3.194
H -0.653 0.778 5.402
H -2.400 0.625 5.445
H -0.412 -1.564 5.292
H -2.150 -1.793 5.293
H -0.729 -2.327 2.980
H -3.440 -1.870 3.222
C 1.250 2.064 -4.337
C 1.717 0.722 -4.882
C 0.949 -0.493 -4.297
C 1.511 -1.818 -4.877
C 0.802 -3.059 -4.355
C -0.502 -0.381 -4.744
O -0.859 -0.364 -5.871
N -1.529 -0.293 -3.709
C -1.200 -0.233 -2.451
O -2.023 -0.109 -1.454
N 0.048 -0.283 -1.968
C 1.192 -0.501 -2.802
O 2.253 -0.663 -2.281
H 1.801 2.874 -4.811
H 1.422 2.150 -3.259
H 0.191 2.244 -4.540
H 2.774 0.559 -4.673
H 1.588 0.680 -5.964
H 2.574 -1.843 -4.637
H 1.420 -1.750 -5.962
H 0.916 -3.169 -3.272
H 1.226 -3.954 -4.808
H -0.263 -3.057 -4.601
H -2.499 -0.253 -4.012
C 1.682 3.128 1.678
N 2.026 1.917 2.435
C 2.537 1.899 3.713
C 2.851 0.610 4.005
N 2.515 -0.130 2.902
C 2.015 0.671 1.952
S 1.745 0.186 0.292
H 1.687 3.971 2.362
H 0.694 3.019 1.235
H 2.423 3.290 0.897
H 2.664 2.800 4.288
H 3.302 0.173 4.880
H 2.695 -1.117 2.776
```

Summary:
E_HOMO   -18.43 eV
ΔE to the lowest compared entry with this formula, charge and spin   0.0 kcal/mol
Largest force on an atom   0.013 hartree/bohr
Orbital gap   6.60 eV
Total charge   +3

=====

[4]
The following is a quantum chemistry calculation of a molecular structure, C20H25MoNO4PS2, from OMol25.

```
54
C20H25MoNO4PS2 | OMol25 | ωB97M-V/def2-TZVPD
Mo -0.801 -0.095 -0.319
O 0.712 1.262 -0.281
C 2.022 0.551 0.112
C 1.946 -0.783 -0.655
O 2.810 -1.533 -0.906
O 0.608 -1.109 -0.977
C 3.137 1.480 -0.275
C 4.321 1.035 -0.859
C 5.313 1.954 -1.172
C 5.131 3.306 -0.924
C 3.953 3.753 -0.341
C 2.963 2.845 -0.003
C 1.783 0.282 1.590
C 0.791 -0.634 1.979
C 0.483 -0.797 3.326
C 1.157 -0.064 4.290
C 2.155 0.822 3.905
C 2.468 0.994 2.563
H 0.900 1.966 -0.933
H 4.489 -0.011 -1.056
H 6.235 1.604 -1.616
H 5.910 4.013 -1.178
H 3.809 4.805 -0.134
H 2.072 3.209 0.498
H 0.376 -1.373 1.288
H -0.229 -1.554 3.632
H 0.938 -0.214 5.339
H 2.705 1.375 4.655
H 3.258 1.676 2.278
C -3.053 -2.685 2.390
P -3.355 -1.016 1.866
C -4.933 -0.876 1.065
C -3.217 0.137 3.208
O -2.243 -0.634 0.780
H -3.804 -2.960 3.135
H -2.066 -2.776 2.842
H -3.135 -3.368 1.544
H -5.709 -1.136 1.790
H -4.997 -1.566 0.223
H -5.100 0.146 0.727
H -3.962 -0.126 3.964
H -3.421 1.151 2.860
H -2.225 0.092 3.658
S -1.735 0.696 -2.326
C -1.677 -0.503 -3.607
N -2.233 -0.208 -4.747
C -2.008 -1.162 -5.851
C -1.581 -2.472 -5.189
S -0.907 -2.020 -3.544
H -2.685 0.685 -4.912
H -1.236 -0.753 -6.504
H -2.928 -1.279 -6.419
H -0.797 -2.978 -5.747
H -2.411 -3.156 -5.029
```

Summary:
E_HOMO (spin up / spin down)   -16.80 / -16.80 eV
ΔE to the lowest compared entry with this formula, charge and spin   0.0 kcal/mol
Largest force on an atom   0.007 hartree/bohr
Orbital gap (spin up / spin down)   5.50 / 5.62 eV
Total charge   +3
2S+1   3

=====

[5]
The following is a quantum chemistry calculation of a single C20H25N3O2 molecule at a distorted geometry, from OMol25.

```
50
C20H25N3O2 | OMol25 | ωB97M-V/def2-TZVPD
C -4.328 3.455 -2.149
O -3.102 3.310 -2.153
C -2.270 3.793 -1.183
C -2.805 4.387 -0.284
C -1.928 4.923 0.941
C -0.445 4.807 0.950
C -0.170 4.087 -0.244
C -0.926 3.543 -1.229
C -0.203 2.918 -2.385
N -0.114 1.440 -1.834
C 1.099 0.981 -1.413
O 2.222 1.848 -1.587
N 1.234 -0.146 -0.938
C 0.115 -1.170 -1.074
C 0.842 -2.464 -0.800
N 1.537 -2.615 0.561
C 0.866 -3.461 1.500
C 0.813 -3.106 2.940
C 0.326 -4.113 3.729
C 0.245 -5.407 3.656
C 0.419 -5.762 2.277
C 0.983 -4.877 1.355
C 1.025 -5.542 -0.211
C 2.014 -1.333 0.980
C 2.530 -0.619 -0.322
H -4.661 4.574 -2.285
H -5.002 2.887 -1.354
H -4.679 2.789 -2.991
H -3.816 4.677 -0.096
H -2.423 5.560 1.708
H -0.053 5.359 1.582
H 0.926 3.914 -0.218
H 0.838 3.237 -2.535
H -0.721 2.894 -3.284
H -0.696 0.946 -1.510
H -0.428 -0.845 -0.108
H -0.212 -0.967 -1.910
H 1.326 -2.816 -1.516
H -0.155 -3.273 -0.505
H 0.843 -2.175 3.007
H 0.059 -3.705 4.824
H -0.079 -6.013 4.205
H 0.493 -6.848 1.983
H 1.573 -6.396 -0.071
H 0.600 -5.406 -0.994
H 1.963 -4.836 -0.500
H 2.996 -1.622 1.482
H 1.498 -0.619 1.723
H 2.880 0.358 0.125
H 2.995 -1.264 -1.044
```

Summary:
E_HOMO   -8.39 eV
ΔE to the lowest compared entry with this formula, charge and spin   438.3 kcal/mol
Largest force on an atom   0.335 hartree/bohr
Orbital gap   8.79 eV
Total charge   0
Structure (SMILES)   COc1ccccc1CNC(=O)N1CCN(c2ccccc2C)CC1

=====

[6]
The following is a quantum chemistry calculation of a single C20H25N3O2 molecule, from OMol25.

```
50
C20H25N3O2 | OMol25 | ωB97M-V/def2-TZVPD
C -5.338 -3.542 -0.095
C -5.192 -2.234 -0.004
C -4.548 -1.386 -1.056
C -3.194 -0.884 -0.544
O -2.146 -1.318 -0.966
N -3.320 0.066 0.406
C -2.281 0.686 1.227
C -2.035 2.159 0.838
C -0.963 2.396 -0.240
C -0.830 3.906 -0.461
C -1.337 1.731 -1.563
C 0.387 1.841 0.252
C 0.201 0.466 0.779
C -0.997 -0.067 1.206
C -0.692 -1.382 1.594
N 0.583 -1.635 1.408
N 1.131 -0.513 0.920
C 2.492 -0.510 0.589
C 3.285 0.627 0.707
C 4.620 0.574 0.369
C 5.199 -0.613 -0.081
O 6.524 -0.549 -0.390
C 7.167 -1.718 -0.836
C 4.409 -1.756 -0.175
C 3.069 -1.699 0.157
H -5.790 -4.121 0.693
H -5.010 -4.088 -0.964
H -5.523 -1.711 0.885
H -4.366 -1.974 -1.955
H -5.183 -0.532 -1.303
H -4.255 0.366 0.632
H -2.682 0.673 2.253
H -2.980 2.596 0.506
H -1.726 2.690 1.742
H -1.755 4.316 -0.860
H -0.602 4.420 0.471
H -0.031 4.115 -1.170
H -0.638 2.030 -2.342
H -1.305 0.649 -1.479
H -2.337 2.028 -1.873
H 1.111 1.845 -0.566
H 0.770 2.494 1.045
H -1.347 -2.136 1.983
H 2.872 1.548 1.085
H 5.247 1.448 0.454
H 7.136 -2.508 -0.078
H 6.726 -2.090 -1.766
H 8.202 -1.434 -1.017
H 4.824 -2.694 -0.507
H 2.448 -2.577 0.092
```

Summary:
E_HOMO   -7.82 eV
ΔE to the lowest compared entry with this formula, charge and spin   51.2 kcal/mol
Largest force on an atom   0.016 hartree/bohr
Orbital gap   8.46 eV
Total charge   0
Structure (SMILES)   C=CCC(=O)N[C@@H]1CC(C)(C)Cc2c1cnn2-c1ccc(OC)cc1

=====

[7]
The following is a quantum chemistry calculation of a molecular structure, C20H25N3O3PbS2 at a distorted geometry, from OMol25.

```
54
C20H25N3O3PbS2 | OMol25 | ωB97M-V/def2-TZVPD
C 3.208 1.068 -2.942
C 2.696 1.704 -4.221
H 4.319 1.110 -2.983
H 3.060 -0.017 -3.028
C 1.369 1.752 -4.449
C 0.435 1.403 -3.450
H 0.541 0.371 -3.010
H -0.568 1.779 -3.633
C 3.709 2.048 -5.224
H 4.744 2.109 -4.882
H 3.453 3.028 -5.591
H 3.708 1.415 -6.114
C 0.928 2.109 -5.899
H 1.211 1.394 -6.716
H 1.252 3.112 -6.235
H -0.164 2.139 -5.908
Pb -0.706 -2.479 1.309
O 0.866 -0.409 -0.164
C 0.589 0.786 -0.420
O -1.569 -0.450 1.370
C -1.549 0.752 0.981
O -2.550 1.518 1.369
N -0.638 1.414 0.213
C -2.280 2.879 0.948
C -1.137 2.791 -0.014
H -1.981 3.486 1.807
H -3.184 3.291 0.505
H -0.332 3.484 0.222
H -1.467 2.882 -1.043
C 1.160 1.675 -1.422
C 2.693 1.657 -1.698
H 0.775 2.679 -1.247
H 3.294 1.169 -0.872
H 3.051 2.662 -1.562
C -4.569 -3.008 1.458
C -3.847 -3.383 2.678
N -2.569 -3.158 2.884
C -2.195 -3.475 4.205
C -3.222 -3.995 4.968
S -4.693 -4.059 4.053
C -0.869 -3.127 4.620
C -0.270 -3.260 5.862
S 1.297 -2.561 5.853
C 1.072 -2.101 4.187
N -0.078 -2.472 3.681
C 2.092 -1.346 3.447
H -4.457 -3.801 0.716
H -5.617 -2.943 1.745
H -4.229 -2.043 1.077
H -3.094 -4.310 6.006
H -0.746 -3.763 6.682
H 2.425 -0.533 4.106
H 2.934 -2.034 3.271
H 1.700 -0.940 2.505
```

Summary:
E_HOMO   -12.98 eV
ΔE to the lowest compared entry with this formula, charge and spin   38.1 kcal/mol
Largest force on an atom   0.068 hartree/bohr
Orbital gap   6.96 eV
Total charge   +2

=====

[8]
The following is a quantum chemistry calculation of a single C20H25N3O5 molecule at a distorted geometry, from OMol25.

```
53
C20H25N3O5 | OMol25 | ωB97M-V/def2-TZVPD
C -4.897 -3.852 -0.578
C -5.672 -2.822 0.208
O -6.590 -3.138 0.932
C -5.260 -1.406 0.057
C -5.884 -0.452 0.867
C -5.547 0.878 0.783
C -4.573 1.300 -0.125
O -4.320 2.640 -0.131
C -3.346 3.153 -1.001
C -1.960 2.718 -0.647
C -1.442 2.098 0.451
C -0.056 1.984 0.154
C 0.903 1.278 1.048
O 0.469 0.395 1.776
N 2.196 1.642 1.056
C 2.828 2.620 0.206
C 3.077 0.921 1.954
C 3.537 -0.415 1.345
N 4.288 -0.179 0.120
C 5.664 -0.644 0.137
C 5.764 -2.162 -0.069
O 5.133 -2.550 -1.271
C 3.775 -2.160 -1.281
C 3.636 -0.643 -1.095
N 0.194 2.494 -1.027
O -0.976 2.949 -1.533
C -3.951 0.361 -0.941
C -4.291 -0.975 -0.845
H -5.265 -4.843 -0.327
H -5.028 -3.683 -1.645
H -3.838 -3.788 -0.341
H -6.636 -0.788 1.564
H -6.021 1.619 1.407
H -3.423 4.242 -0.901
H -3.557 2.893 -2.048
H -1.938 1.760 1.335
H 3.684 2.156 -0.284
H 3.178 3.463 0.810
H 2.131 2.972 -0.548
H 2.530 0.710 2.877
H 3.939 1.553 2.168
H 2.645 -1.019 1.159
H 4.146 -0.935 2.089
H 6.133 -0.357 1.080
H 6.189 -0.144 -0.683
H 6.805 -2.477 -0.157
H 5.299 -2.687 0.781
H 3.377 -2.473 -2.247
H 3.232 -2.688 -0.480
H 2.584 -0.357 -1.074
H 4.119 -0.140 -1.939
H -3.194 0.654 -1.653
H -3.789 -1.678 -1.491
```

Summary:
E_HOMO   -8.19 eV
ΔE to the lowest compared entry with this formula, charge and spin   122.1 kcal/mol
Largest force on an atom   0.022 hartree/bohr
Orbital gap   8.64 eV
Total charge   0
Structure (SMILES)   CC(=O)c1ccc(OCc2cc(C(=O)N(C)CCN3CCOCC3)no2)cc1